[1]
The following is a quantum chemistry calculation of a structure of composition C11H24N4O3P2PtS5 in a non-equilibrium geometry, from the OMol25 dataset.

Cartesian coordinates (Å):
Pt -1.564 1.150 -1.459
C 2.445 -2.496 -0.918
N 1.841 -1.296 -1.508
C 2.133 -1.137 -2.939
P 1.445 0.023 -0.639
O 0.473 0.874 -1.430
O 0.827 -0.645 0.679
P -0.715 -0.715 1.195
O -1.422 0.491 0.624
N -0.528 -0.774 2.802
C 0.427 0.137 3.453
C -1.740 -0.993 3.614
N -1.387 -2.121 0.731
C -1.946 -2.264 -0.613
C -0.841 -3.389 1.243
N 2.638 0.977 -0.104
C 2.967 2.279 -0.690
C 3.706 0.395 0.717
H 3.533 -2.474 -1.012
H 2.074 -3.374 -1.448
H 2.179 -2.589 0.132
H 3.204 -1.237 -3.126
H 1.803 -0.164 -3.296
H 1.607 -1.908 -3.502
H 1.365 0.163 2.906
H 0.624 -0.242 4.453
H 0.023 1.149 3.534
H -2.429 -1.660 3.102
H -2.245 -0.049 3.825
H -1.443 -1.455 4.554
H -2.391 -1.326 -0.947
H -2.745 -3.005 -0.594
H -1.185 -2.585 -1.332
H -0.340 -3.231 2.194
H -0.133 -3.817 0.530
H -1.659 -4.092 1.390
H 2.183 2.599 -1.368
H 3.909 2.219 -1.239
H 3.072 3.018 0.105
H 3.397 -0.560 1.141
H 3.936 1.073 1.539
H 4.612 0.241 0.127
S -5.968 6.655 -2.166
C -4.991 5.404 -2.124
S -3.231 5.527 -2.354
C -2.869 3.878 -2.123
C -4.014 2.996 -1.883
S -3.749 1.368 -1.741
S -5.544 3.737 -1.838
S -1.341 3.246 -2.196

Atoms 1-2, force components in eV/Å:
0.5 0.7 0.9
0.0 0.0 0.0

Computed properties:
E_tot = -99889.2901 eV
gap between HOMO and LUMO = 5.6 eV
total charge = +2

=====

[2]
The following is a quantum chemistry calculation of the ion C11H24NO with charge +1 in a non-equilibrium geometry, from the OMol25 dataset.

Cartesian coordinates (Å):
C 1.294 2.209 -1.095
C -0.160 1.746 -1.231
C 2.218 1.160 -0.717
C -1.133 -1.946 -1.228
C -0.883 1.408 0.125
C -0.805 -0.156 0.411
C -0.309 2.368 1.199
C -1.368 -0.610 1.772
C 2.219 -2.078 0.501
C -2.937 -0.669 -0.707
C 2.938 -1.007 -0.251
N 1.920 -0.055 -0.600
O -1.462 -0.626 -0.862
H 1.665 2.550 -2.094
H 1.490 3.147 -0.430
H -0.765 2.498 -1.630
H -0.387 0.832 -1.808
H -0.077 -1.988 -1.369
H 3.311 1.500 -0.616
H -1.139 -2.708 -0.287
H -1.767 -2.263 -2.086
H -1.951 1.653 0.135
H 0.181 -0.470 0.305
H 0.656 2.343 1.657
H -0.787 2.312 2.165
H -0.742 3.283 0.934
H -0.582 -0.608 2.589
H -1.627 -1.618 1.700
H -2.142 0.153 2.103
H 2.794 -3.020 0.812
H 1.878 -1.660 1.432
H 1.348 -2.449 -0.010
H -3.242 -1.363 0.123
H -3.286 0.317 -0.440
H -3.333 -1.097 -1.615
H 3.910 -0.596 0.230
H 3.242 -1.479 -1.135

Atoms 1-2, force components in eV/Å:
-0.3 1.8 -0.7
-0.9 -1.3 1.6

Computed properties:
E_tot = -15323.2996 eV
gap between HOMO and LUMO = 10.4 eV
total charge = +1